# 1
The following is a quantum chemistry calculation of 3 unconnected molecules or ions with the total composition C13H30ClN2O6 in a non-equilibrium geometry, from the OMol25 dataset.

Highest occupied orbital energy = -4.0 eV
Energy = -41752.7916 eV
Total charge = -1

Last column: natural (NBO) charge in e.
Positions of all 52 atoms, in Å:
C1 3.5595 4.5083 2.1003  -0.624
C2 3.8603 2.9970 1.6783  -0.163
Cl1 3.5616 2.9262 -0.1313  -0.117
C3 2.7871 2.0974 2.4069  -0.446
C4 3.4233 0.9540 3.2967  -0.164
N1 4.1640 1.5455 4.4312  -0.431
N2 5.3121 0.7621 4.7502  -0.655
C5 2.1736 0.0814 3.7783  0.743
O1 1.5462 -0.5649 2.9047  -0.803
O2 1.8050 0.0834 5.0014  -0.763
H1 4.0470 5.2165 1.3905  0.209
H2 3.9050 4.6181 3.1588  0.207
H3 2.4421 4.6030 2.0556  0.215
H4 4.9106 2.7622 1.9665  0.203
H5 2.1113 1.6300 1.6494  0.266
H6 2.1269 2.7268 3.0644  0.216
H7 4.1211 0.3016 2.6990  0.174
H8 4.5120 2.4784 4.1887  0.295
H9 5.9049 0.6856 3.9079  0.302
H10 5.8216 1.2641 5.4829  0.339
C6 -0.7528 -3.1218 -1.9732  -0.263
O3 -1.7407 -2.4928 -1.1718  -0.563
C7 -2.5180 -3.4320 -0.4346  -0.084
C8 -2.0761 -3.5008 1.0179  -0.088
O4 -0.7761 -4.0534 1.1369  -0.566
C9 0.2225 -3.0530 1.3609  -0.262
H11 -0.0723 -2.3517 -2.3385  0.196
H12 -0.1763 -3.8545 -1.4044  0.194
H13 -1.2247 -3.6095 -2.8340  0.158
H14 -2.4803 -4.4215 -0.9022  0.170
H15 -3.5559 -3.0823 -0.4699  0.172
H16 -2.7569 -4.1674 1.5596  0.171
H17 -2.1264 -2.5137 1.4882  0.188
H18 0.1480 -2.6717 2.3810  0.217
H19 0.1328 -2.2260 0.6541  0.178
H20 1.2009 -3.5157 1.2321  0.184
C10 -1.8283 1.9119 -3.8142  -0.254
O5 -1.8884 0.4982 -3.8976  -0.560
C11 -2.5450 -0.0891 -2.7720  -0.095
C12 -3.9676 -0.4933 -3.1135  -0.091
O6 -4.7909 0.6449 -3.3635  -0.555
C13 -5.0059 0.8633 -4.7469  -0.253
H21 -1.5095 2.2954 -4.7846  0.180
H22 -2.8016 2.3463 -3.5707  0.174
H23 -1.0923 2.2108 -3.0609  0.174
H24 -2.5249 0.5875 -1.9120  0.177
H25 -1.9824 -0.9845 -2.5063  0.222
H26 -4.3995 -1.0140 -2.2532  0.185
H27 -3.9829 -1.1806 -3.9661  0.168
H28 -5.6977 0.1109 -5.1409  0.160
H29 -4.0705 0.8337 -5.3114  0.180
H30 -5.4554 1.8496 -4.8687  0.184

---

# 2
The following is a quantum chemistry calculation of a molecular structure, C13H30GeIMnN2O5 in a non-equilibrium geometry, from the OMol25 dataset.

Highest occupied orbital energy (alpha / beta) = -12.5 / -12.5 eV
Energy = -123118.5173 eV
2S+1 = 6
Total charge = +1

Last column: natural (NBO) charge in e.
Positions of all 53 atoms, in Å:
Mn1 0.1979 -0.0126 -0.7718  1.468
C1 -3.1178 0.6069 2.1943  -0.641
C2 -2.6016 1.0637 0.8360  0.270
C3 -3.4325 0.4349 -0.2694  -0.634
C4 -2.6177 2.5804 0.7497  -0.610
O1 -1.2204 0.6220 0.6855  -0.987
Ge1 -0.1116 -0.0977 1.9941  1.401
O2 0.0741 -1.4402 0.7145  -0.993
C5 0.2779 -2.8772 0.8522  0.275
C6 1.1400 -3.3328 -0.3089  -0.628
C7 -1.0916 -3.5302 0.8011  -0.625
C8 0.9760 -3.1506 2.1757  -0.633
O3 1.2202 0.7484 0.5810  -0.889
C9 2.3175 1.6774 0.7403  0.262
C10 2.2101 2.7454 -0.3380  -0.628
C11 2.1841 2.3144 2.1151  -0.627
C12 3.6215 0.9064 0.6329  -0.609
H1 -4.1440 0.9452 2.3376  0.240
H2 -3.1127 -0.4840 2.2669  0.220
H3 -2.5205 1.0198 3.0104  0.217
H4 -4.4935 0.6018 -0.0818  0.231
H5 -3.1943 0.8703 -1.2406  0.209
H6 -3.2541 -0.6397 -0.3178  0.229
H7 -3.6408 2.9578 0.7672  0.232
H8 -2.0725 3.0263 1.5838  0.218
H9 -2.1523 2.9173 -0.1788  0.181
H10 0.6517 -3.0916 -1.2563  0.217
H11 2.1215 -2.8548 -0.2727  0.207
H12 1.2860 -4.4124 -0.2741  0.237
H13 -1.6013 -3.2653 -0.1266  0.228
H14 -1.0013 -4.6161 0.8506  0.227
H15 -1.7068 -3.2023 1.6423  0.211
H16 1.9281 -2.6176 2.2318  0.214
H17 0.3557 -2.8469 3.0224  0.217
H18 1.1767 -4.2170 2.2801  0.238
H19 1.2160 3.1981 -0.3207  0.214
H20 2.9463 3.5335 -0.1796  0.242
H21 2.3921 2.3253 -1.3330  0.195
H22 1.2229 2.8227 2.2126  0.221
H23 2.2675 1.5672 2.9057  0.225
H24 2.9765 3.0483 2.2639  0.235
H25 3.7063 0.4179 -0.3464  0.186
H26 4.4798 1.5708 0.7425  0.236
H27 3.6811 0.1319 1.3982  0.229
N1 -0.5081 1.6323 -2.2416  -0.666
N2 -1.4200 0.9775 -3.0862  -0.499
C13 -1.5089 -0.3985 -3.0012  0.865
O4 -2.0971 -1.0735 -3.7915  -0.557
O5 -0.9017 -0.8890 -1.9040  -0.752
H28 -0.9708 2.4054 -1.7750  0.396
H29 0.2662 2.0008 -2.7854  0.386
H30 -1.6275 1.3818 -3.9865  0.411
I1 2.2218 -0.4738 -2.4884  0.291

---

# 3
The following is a quantum chemistry calculation of a molecular structure, C13H30MnN4O7 in a non-equilibrium geometry, from the OMol25 dataset.

Highest occupied orbital energy (alpha / beta) = -12.0 / -12.6 eV
Energy = -65563.7710 eV
2S+1 = 5
Total charge = +1

Last column: natural (NBO) charge in e.
Positions of all 55 atoms, in Å:
O1 -2.0250 -2.9277 -2.5055  -0.910
H1 -1.5179 -3.7146 -2.7831  0.461
Mn1 -0.0272 -1.2752 -0.3695  1.080
N1 -0.0015 -0.9582 1.7916  -0.086
N2 -1.8019 -0.5927 0.0921  -0.081
N3 1.7306 -0.2349 -0.2026  -0.065
N4 0.3827 -0.7104 -2.3064  -0.123
O2 0.9956 -0.8330 2.6183  -0.495
O3 2.2909 0.2979 0.8841  -0.439
O4 -0.3192 -0.8378 -3.3902  -0.262
O5 -2.4288 0.1018 -0.7391  -0.242
C1 -2.2713 -0.8349 1.3636  0.232
C2 -1.2387 -1.0644 2.3278  0.183
C3 2.3706 0.0999 -1.3479  0.189
C4 1.6213 -0.1694 -2.5113  0.282
C5 -1.4517 -1.3345 3.7793  -0.683
H2 -1.1706 -0.4554 4.3869  0.263
H3 -0.8238 -2.1891 4.0775  0.276
H4 -2.5072 -1.5790 3.9689  0.239
C6 -3.7191 -0.7631 1.6734  -0.686
H5 -4.1925 -1.7175 1.3920  0.267
H6 -4.1909 0.0673 1.1254  0.270
H7 -3.8658 -0.6170 2.7501  0.242
C7 3.7207 0.7281 -1.3972  -0.685
C8 2.1712 -0.0172 -3.8812  -0.701
H8 4.1579 0.7430 -0.3993  0.269
H9 3.6603 1.7612 -1.7727  0.261
H10 4.3834 0.1517 -2.0606  0.254
H11 1.4814 -0.4123 -4.6387  0.280
H12 3.1218 -0.5616 -3.9460  0.258
H13 2.3987 1.0319 -4.1041  0.266
H14 1.7937 -0.2122 1.6897  0.489
H15 -1.1339 -2.3627 -2.6313  0.451
C9 0.4351 -3.0141 -0.1620  -0.775
H16 0.1802 -3.0166 0.9478  0.244
H17 1.4717 -3.0108 -0.4626  0.222
H18 -0.4325 -3.5054 -0.8306  0.240
O6 1.6142 -3.4850 3.8478  -0.950
H19 2.3038 -4.0527 3.4598  0.474
H20 1.6447 -2.6554 3.3422  0.473
C10 -2.0260 3.2844 -1.4060  -0.647
C11 -0.8160 2.3829 -1.3774  -0.062
O7 -0.5914 1.7228 -0.1305  -0.594
C12 -0.4270 2.6098 0.9795  -0.060
C13 0.9079 3.3089 0.9944  -0.648
H21 -2.8953 2.7551 -1.0080  0.225
H22 -2.2329 3.5668 -2.4416  0.233
H23 -1.8564 4.2022 -0.8363  0.211
H24 -0.9113 1.5818 -2.1092  0.188
H25 0.0960 2.9462 -1.6285  0.163
H26 -0.5332 1.9721 1.8584  0.178
H27 -1.2514 3.3389 0.9856  0.184
H28 1.0365 3.9694 0.1314  0.210
H29 0.9740 3.9189 1.9000  0.231
H30 1.7157 2.5716 1.0116  0.213

---

# 4
The following is a quantum chemistry calculation of a molecular structure, C13H31BGaN3O5P in a non-equilibrium geometry, from the OMol25 dataset.

Highest occupied orbital energy = -2.8 eV
Energy = -91035.6363 eV
Total charge = -1

Last column: natural (NBO) charge in e.
Positions of all 55 atoms, in Å:
C1 -0.0736 5.3156 -2.8071  -0.311
C2 0.2517 4.3316 -3.4077  0.048
C3 0.4761 2.9551 -3.8910  -0.498
C4 1.8745 2.3852 -3.5269  -0.384
C5 1.8737 1.1497 -2.5874  -0.897
Ga1 0.4869 1.0711 -1.0731  1.154
C6 -0.0534 2.8774 -0.2793  -1.188
C7 1.3532 -0.0323 0.4609  -1.303
B1 1.6297 0.8650 1.7025  1.124
O1 1.1032 0.4459 2.9318  -0.915
O2 2.3411 2.0753 1.6273  -0.944
P1 -1.4889 0.0781 -1.9249  0.579
N1 -1.8054 -1.4870 -1.1431  -1.154
O3 -1.1283 -0.2809 -3.5524  -1.011
H1 -0.4708 6.1154 -2.2331  0.224
H2 0.4178 3.0135 -4.9862  0.213
H3 -0.3478 2.3005 -3.5995  0.258
H4 2.3471 2.0830 -4.4713  0.176
H5 2.4900 3.1619 -3.0696  0.199
H6 2.8592 1.1136 -2.1027  0.200
H7 1.7712 0.2193 -3.1601  0.193
H8 -0.4225 2.8069 0.7540  0.187
H9 0.7932 3.5674 -0.3342  0.208
H10 -0.8888 3.2726 -0.8682  0.212
H11 2.3328 -0.3992 0.1130  0.230
H12 0.7170 -0.8758 0.7507  0.228
H13 1.3026 1.1743 3.5398  0.474
H14 1.7302 2.7866 1.8541  0.488
H15 -2.8003 -1.4805 -0.9406  0.353
H16 -1.7060 -2.1966 -1.8688  0.369
H17 -0.5377 -1.0463 -3.5879  0.486
C8 -1.2517 2.0795 7.4179  -0.719
C9 -1.0534 2.1060 5.9199  0.673
O4 -0.1776 2.7764 5.3970  -0.635
N2 -1.8869 1.3538 5.1582  -0.612
C10 -2.9736 0.5007 5.5941  -0.410
H18 -0.5119 2.7262 7.8802  0.241
H19 -2.2464 2.4446 7.6776  0.220
H20 -1.1195 1.0670 7.8018  0.222
H21 -1.6944 1.4171 4.1686  0.419
H22 -2.7820 -0.5224 5.2656  0.203
H23 -3.9060 0.8428 5.1409  0.196
H24 -3.0794 0.5126 6.6740  0.201
C11 1.1214 -4.5471 -1.5314  -0.726
C12 0.3322 -4.2798 -2.7887  0.690
O5 0.0176 -3.1519 -3.1189  -0.639
N3 -0.0264 -5.3486 -3.5553  -0.622
C13 0.2550 -6.7508 -3.3230  -0.409
H25 1.3231 -3.6001 -1.0381  0.271
H26 0.5500 -5.1802 -0.8510  0.223
H27 2.0712 -5.0275 -1.7726  0.218
H28 -0.5511 -5.0947 -4.3772  0.399
H29 0.8263 -7.1507 -4.1636  0.191
H30 -0.6848 -7.3018 -3.2457  0.192
H31 0.8234 -6.8931 -2.4104  0.213

---

Copy entry 4 word for word.
The following is a quantum chemistry calculation of a molecular structure, C13H31BGaN3O5P in a non-equilibrium geometry, from the OMol25 dataset.

Highest occupied orbital energy = -2.8 eV
Energy = -91035.6363 eV
Total charge = -1

Last column: natural (NBO) charge in e.
Positions of all 55 atoms, in Å:
C1 -0.0736 5.3156 -2.8071  -0.311
C2 0.2517 4.3316 -3.4077  0.048
C3 0.4761 2.9551 -3.8910  -0.498
C4 1.8745 2.3852 -3.5269  -0.384
C5 1.8737 1.1497 -2.5874  -0.897
Ga1 0.4869 1.0711 -1.0731  1.154
C6 -0.0534 2.8774 -0.2793  -1.188
C7 1.3532 -0.0323 0.4609  -1.303
B1 1.6297 0.8650 1.7025  1.124
O1 1.1032 0.4459 2.9318  -0.915
O2 2.3411 2.0753 1.6273  -0.944
P1 -1.4889 0.0781 -1.9249  0.579
N1 -1.8054 -1.4870 -1.1431  -1.154
O3 -1.1283 -0.2809 -3.5524  -1.011
H1 -0.4708 6.1154 -2.2331  0.224
H2 0.4178 3.0135 -4.9862  0.213
H3 -0.3478 2.3005 -3.5995  0.258
H4 2.3471 2.0830 -4.4713  0.176
H5 2.4900 3.1619 -3.0696  0.199
H6 2.8592 1.1136 -2.1027  0.200
H7 1.7712 0.2193 -3.1601  0.193
H8 -0.4225 2.8069 0.7540  0.187
H9 0.7932 3.5674 -0.3342  0.208
H10 -0.8888 3.2726 -0.8682  0.212
H11 2.3328 -0.3992 0.1130  0.230
H12 0.7170 -0.8758 0.7507  0.228
H13 1.3026 1.1743 3.5398  0.474
H14 1.7302 2.7866 1.8541  0.488
H15 -2.8003 -1.4805 -0.9406  0.353
H16 -1.7060 -2.1966 -1.8688  0.369
H17 -0.5377 -1.0463 -3.5879  0.486
C8 -1.2517 2.0795 7.4179  -0.719
C9 -1.0534 2.1060 5.9199  0.673
O4 -0.1776 2.7764 5.3970  -0.635
N2 -1.8869 1.3538 5.1582  -0.612
C10 -2.9736 0.5007 5.5941  -0.410
H18 -0.5119 2.7262 7.8802  0.241
H19 -2.2464 2.4446 7.6776  0.220
H20 -1.1195 1.0670 7.8018  0.222
H21 -1.6944 1.4171 4.1686  0.419
H22 -2.7820 -0.5224 5.2656  0.203
H23 -3.9060 0.8428 5.1409  0.196
H24 -3.0794 0.5126 6.6740  0.201
C11 1.1214 -4.5471 -1.5314  -0.726
C12 0.3322 -4.2798 -2.7887  0.690
O5 0.0176 -3.1519 -3.1189  -0.639
N3 -0.0264 -5.3486 -3.5553  -0.622
C13 0.2550 -6.7508 -3.3230  -0.409
H25 1.3231 -3.6001 -1.0381  0.271
H26 0.5500 -5.1802 -0.8510  0.223
H27 2.0712 -5.0275 -1.7726  0.218
H28 -0.5511 -5.0947 -4.3772  0.399
H29 0.8263 -7.1507 -4.1636  0.191
H30 -0.6848 -7.3018 -3.2457  0.192
H31 0.8234 -6.8931 -2.4104  0.213